1.
Entry from OMol25: a molecular structure, C18H26GaN7O3P (wB97M-V/def2-TZVPD).

For the total energy, the calculation gives -3575.84555 Eh. Its relative energy (zero: lowest compared OMol25 entry of this formula, charge and spin) is 0.000 eV. As for the HOMO energy: -16.83 eV. As for the LUMO energy: -9.011 eV.

```
! wB97M-V def2-TZVPD RIJCOSX def2/J DEFGRID3
* xyz 3 1
Ga 0.9152 -0.4867 1.0656
O -0.8529 0.1805 0.5465
C -0.3721 0.7680 -0.4763
O 0.8797 0.6966 -0.6249
C -1.2749 1.5108 -1.3989
P -1.2521 0.9771 -3.1331
C 0.0291 1.6792 -4.1069
C 0.6973 2.8489 -3.7275
C 1.6642 3.3818 -4.5609
C 1.9690 2.7515 -5.7610
C 1.3108 1.5882 -6.1387
C 0.3366 1.0470 -5.3206
C -2.8686 1.0559 -3.8166
C -3.0753 1.6833 -5.0491
C -4.3503 1.7104 -5.5893
C -5.4027 1.1142 -4.9111
C -5.1997 0.4836 -3.6862
C -3.9361 0.4533 -3.1333
H -0.9870 2.5662 -1.4009
H -2.3045 1.4477 -1.0491
H 0.4657 3.3611 -2.8027
H 2.1737 4.2931 -4.2805
H 2.7228 3.1747 -6.4111
H 1.5518 1.1076 -7.0760
H -0.1829 0.1480 -5.6287
H -2.2545 2.1529 -5.5751
H -4.5218 2.1991 -6.5379
H -6.3965 1.1394 -5.3382
H -6.0290 0.0200 -3.1714
H -3.7839 -0.0472 -2.1830
C 0.2316 -0.9044 6.3902
N -0.1100 -1.3098 5.0180
C -1.1958 -2.2845 4.8553
C 0.5462 -0.8606 3.9605
N 0.3947 -1.3440 2.7374
N 1.4606 0.1546 4.1989
C 2.2199 0.8736 3.3100
N 3.0469 1.7572 3.8570
N 2.1187 0.7035 2.0111
H -0.2514 -1.5966 7.0721
H -0.1291 0.1023 6.6083
H 1.3045 -0.9893 6.5673
H -1.8545 -2.1986 5.7146
H -0.8091 -3.3028 4.8027
H -1.7907 -2.0484 3.9738
H -0.2655 -2.1099 2.7190
H 1.5219 0.4546 5.1601
H 3.1549 1.8587 4.8539
H 3.6249 2.3507 3.2823
H 2.7107 1.3275 1.4761
O -0.7849 -1.3106 -2.0881
N -0.8204 -0.8404 -3.1809
N 2.0110 -1.9484 0.2496
H 2.5173 -1.6387 -0.5814
H 1.4914 -2.7815 -0.0330
H 2.7019 -2.2571 0.9344
*
```

How positive or negative is each atom? The natural (NBO) charges in e answer that: 1.8333 -0.7185 0.8239 -0.7227 -0.8629 1.5811 -0.4056 -0.1909 -0.1825 -0.1269 -0.1915 -0.1781 -0.4108 -0.1670 -0.1877 -0.1124 -0.1867 -0.1976 0.3174 0.3101 0.2156 0.2470 0.2520 0.2542 0.2420 0.2394 0.2545 0.2529 0.2504 0.2175 -0.4453 -0.3444 -0.4320 0.6891 -0.9644 -0.5953 0.6920 -0.7356 -0.9379 0.2677 0.2316 0.2226 0.2582 0.2353 0.2195 0.4218 0.4398 0.4347 0.4381 0.4245 -0.2455 0.0293 -1.0857 0.4457 0.4452 0.4415

2.
Entry from OMol25: a molecular structure, C18H26InO28S6 at a distorted geometry (wB97M-V/def2-TZVPD).

For the total energy, the calculation gives -5387.03334 Eh. Its expectation value of S² is 0.840. As for the HOMO energy (spin up / spin down): -9.36 / -8.22 eV. As for the LUMO energy (spin up / spin down): -1.285 / -3.130 eV.

```
! wB97M-V def2-TZVPD RIJCOSX def2/J DEFGRID3
* xyz 0 2
In -3.3964 4.2314 0.2013
C -0.7477 -0.0881 0.7689
C -1.2896 1.1679 0.3652
C -0.2407 2.3441 0.1921
O -0.6980 3.5195 0.0597
C 1.1589 2.0335 0.3803
C 1.5722 0.7601 0.5371
C 0.5609 -0.3185 0.8311
O 0.8884 -1.5175 1.3793
O 2.7896 0.5436 0.5488
O -2.5332 1.4076 0.2068
H -1.4565 -0.9001 0.8367
H 1.7953 2.8998 0.2757
C 3.5547 3.9819 3.0970
C 4.7465 4.3223 2.1647
O 5.5591 3.1159 2.1831
S 5.1915 2.0960 3.4459
O 6.0322 2.4446 4.6135
O 5.4327 0.7753 2.9318
O 3.6744 2.6046 3.6171
H 2.6209 4.1593 2.5634
H 3.4904 4.6889 3.9241
H 5.3624 5.1586 2.4955
H 4.5309 4.5751 1.1266
C 0.1068 -1.2684 4.5503
C -1.2593 -1.5581 4.0934
O -2.0792 -1.7518 5.1749
S -1.2892 -2.0271 6.5237
O -0.9769 -3.4246 6.6053
O -1.8950 -1.2914 7.6388
O 0.1406 -1.2779 6.0363
H 0.3474 -0.2368 4.2934
H 0.9237 -1.9264 4.2540
H -1.2951 -2.3992 3.4010
H -1.7356 -0.7444 3.5466
C 4.9335 -2.1785 -4.6042
C 3.5685 -2.9268 -4.2982
O 2.9102 -1.8868 -3.6692
S 3.9265 -0.9769 -2.6816
O 3.8034 -1.4113 -1.2867
O 3.9304 0.4380 -2.9445
O 5.3117 -1.6683 -3.3094
H 4.9430 -1.3255 -5.2826
H 5.6307 -2.9553 -4.9183
H 3.7378 -3.8014 -3.6700
H 3.0124 -3.2279 -5.1860
C -4.6519 -1.3118 1.8316
C -5.9217 -1.6173 2.5811
O -6.3968 -0.2693 3.0002
S -5.2799 0.9246 2.9564
O -5.1285 1.4401 4.3246
O -5.3653 1.7932 1.7706
O -4.0570 -0.2832 2.7020
H -4.8487 -0.9732 0.8144
H -4.0165 -2.1616 1.5822
H -5.8674 -2.2567 3.4622
H -6.6050 -2.1670 1.9338
C -2.2722 -1.6990 -2.4256
C -2.2982 -3.2533 -2.4683
O -2.6433 -3.5996 -3.7854
S -2.2578 -2.4595 -4.8327
O -2.8570 -2.4217 -6.2079
O -0.7435 -2.4049 -4.8137
O -2.6985 -1.3456 -3.6928
H -1.2439 -1.3507 -2.3288
H -2.9114 -1.2003 -1.6970
H -2.8831 -3.8277 -1.7499
H -1.2648 -3.5781 -2.3475
C 0.5333 2.3617 -4.5426
C 0.4915 1.0052 -3.7992
O -0.7927 0.8209 -3.1661
S -1.7104 2.1501 -3.4579
O -2.4470 2.6109 -2.2665
O -2.4195 1.7911 -4.6805
O -0.3399 3.1023 -3.7273
H 0.2660 2.1874 -5.5849
H 1.5755 2.6515 -4.6769
H 1.3475 0.9046 -3.1319
H 0.4123 0.2577 -4.5885
*
```

How positive or negative is each atom? The Mulliken charges in e answer that: 0.9607 0.2303 0.0547 0.4866 -0.7481 -0.5173 0.0676 0.1478 -0.7011 -0.6781 -0.8936 0.7975 0.7382 -0.2281 -0.2459 -0.3782 1.1732 -0.5992 -0.4987 -0.2645 0.2337 0.3056 0.2653 0.2606 0.0141 0.3313 -0.2699 1.0202 -0.5449 -0.5433 -0.4109 0.1608 0.2585 0.1850 -0.1681 -0.5001 -0.3222 -0.1399 1.1370 -0.4974 -0.5543 -0.3397 0.2796 0.3427 0.2815 0.3556 -0.3392 -0.3335 -0.3588 1.0763 -0.5199 -0.4604 -0.4060 0.2336 0.4758 0.3050 0.3128 0.2247 -0.2928 -0.3569 0.9794 -0.5272 -0.4947 -0.3109 -0.0864 0.3174 0.3144 0.2790 -0.4483 -0.1288 -0.0908 0.8407 -0.3230 -0.5444 -0.3850 0.3148 0.4269 0.0252 0.2365

3.
Entry from OMol25: a single C18H26N2O molecule at a distorted geometry (wB97M-V/def2-TZVPD).

For the total energy, the calculation gives -886.16103 Eh. As for the SMILES: CC(C)N1CCN(CC#Cc2ccccc2)C[C@@H]1CCO. Its relative energy (zero: lowest compared OMol25 entry of this formula, charge and spin) is 2.791 eV. As for the HOMO energy: -7.76 eV. As for the LUMO energy: 0.825 eV.

```
! wB97M-V def2-TZVPD RIJCOSX def2/J DEFGRID3
* xyz 0 1
C 3.5531 1.9749 -0.0523
C 3.1188 0.6424 -0.6771
C 3.2802 0.7578 -2.1916
N 1.7431 0.3585 -0.2450
C 0.8775 -0.3870 -1.1509
C 1.1650 -1.8944 -1.1660
N 1.0607 -2.4836 0.1535
C -0.2420 -2.9944 0.5312
C -1.3896 -2.1150 0.3470
C -2.3214 -1.3792 0.1413
C -3.3993 -0.4856 -0.0714
C -4.6885 -0.9822 -0.2649
C -5.7402 -0.1110 -0.4716
C -5.5190 1.2571 -0.4890
C -4.2393 1.7530 -0.2977
C -3.1782 0.8925 -0.0888
C 1.8398 -1.7426 1.1198
C 1.6790 -0.2015 1.1115
C 0.4119 0.2519 1.8524
C 0.2594 1.7752 1.8686
O -0.0259 2.3059 0.6015
H 3.4785 1.9553 1.0313
H 4.5855 2.1912 -0.3153
H 2.9216 2.7787 -0.4229
H 3.8051 -0.1485 -0.3278
H 2.6083 1.5125 -2.5939
H 3.1014 -0.1882 -2.6957
H 4.3014 1.0628 -2.4092
H -0.1509 -0.2343 -0.8151
H 0.9553 0.0249 -2.1553
H 2.1870 -2.0747 -1.5238
H 0.4695 -2.3991 -1.8392
H -0.4176 -3.8985 -0.0711
H -0.1920 -3.2995 1.5820
H -4.8536 -2.0502 -0.2497
H -6.7376 -0.4996 -0.6202
H -6.3442 1.9352 -0.6511
H -4.0637 2.8186 -0.3098
H -2.1844 1.2887 0.0619
H 2.8923 -1.9690 0.8966
H 1.6268 -2.1211 2.1212
H 2.5313 0.1997 1.6711
H 0.4751 -0.1026 2.8834
H -0.4775 -0.1849 1.4010
H 1.1757 2.2323 2.2756
H -0.5772 2.0564 2.5151
H 0.6387 1.9212 0.0003
*
```

How positive or negative is each atom? The natural (NBO) charges in e answer that: -0.6083 -0.0316 -0.6191 -0.5030 -0.2500 -0.2400 -0.4463 -0.2781 -0.0142 -0.0424 -0.0539 -0.2001 -0.2114 -0.2109 -0.1953 -0.2129 -0.2298 -0.0515 -0.4485 -0.0545 -0.7547 0.2060 0.2077 0.2101 0.1695 0.2087 0.2088 0.2191 0.2228 0.2107 0.1881 0.2094 0.2186 0.2236 0.2172 0.2136 0.2125 0.2159 0.2440 0.1898 0.2044 0.2025 0.2076 0.2257 0.1464 0.1794 0.4940

4.
Entry from OMol25: 4 unconnected molecules or ions with the total composition C18H26N2O2 at a distorted geometry (wB97M-V/def2-TZVPD).

For the total energy, the calculation gives -961.39940 Eh. As for the SMILES: c1ccncc1.c1ccncc1.C1CCOC1.C1CCOC1. Its relative energy (zero: lowest compared OMol25 entry of this formula, charge and spin) is 4.183 eV. As for the HOMO energy: -9.59 eV. As for the LUMO energy: 0.675 eV.

```
! wB97M-V def2-TZVPD RIJCOSX def2/J DEFGRID3
* xyz 0 1
C -1.8764 -3.2569 -2.6434
C -1.2422 -4.3272 -3.2305
C -1.5888 -5.6071 -2.8314
N -2.5586 -5.8460 -1.9405
C -3.2178 -4.8163 -1.4180
C -2.8981 -3.5038 -1.7403
H -1.7235 -2.2261 -2.9386
H -0.5899 -4.1512 -4.0789
H -1.1217 -6.4900 -3.2476
H -4.0429 -5.0581 -0.7590
H -3.3861 -2.6285 -1.3271
C 5.3671 0.2700 2.7345
C 6.5222 0.0565 3.4795
C 6.7576 0.8586 4.5846
N 5.8678 1.7664 5.0094
C 4.8008 2.0017 4.2503
C 4.5483 1.3205 3.0548
H 5.2281 -0.3256 1.8398
H 7.2374 -0.7196 3.2411
H 7.6522 0.7008 5.1733
H 4.1528 2.7445 4.6991
H 3.6731 1.5479 2.4605
C -1.7266 -0.9448 1.5145
C -0.5521 -0.6755 2.4695
C 0.2494 0.4076 1.7536
O -0.0924 0.3738 0.3750
C -1.1337 -0.6001 0.1647
H -2.5575 -0.2929 1.7821
H -2.0358 -1.9886 1.4748
H 0.0354 -1.5886 2.5775
H -0.9222 -0.3269 3.4306
H 1.3263 0.2578 1.8641
H 0.0219 1.3597 2.2484
H -0.7150 -1.4702 -0.3489
H -1.8243 -0.1101 -0.5260
C -1.8969 3.9727 -1.7224
C -2.0419 4.1441 -3.2423
C -2.8050 2.9003 -3.6650
O -2.5963 1.9148 -2.6304
C -1.7727 2.4458 -1.6071
H -2.8160 4.2778 -1.2154
H -1.0951 4.5381 -1.2515
H -1.0487 4.1081 -3.7019
H -2.4496 5.1026 -3.5615
H -2.3159 2.4617 -4.5343
H -3.8674 3.1100 -3.7735
H -0.7259 2.1385 -1.6049
H -2.2035 2.1740 -0.6412
*
```

How positive or negative is each atom? The natural (NBO) charges in e answer that: -0.1765 -0.2597 0.0302 -0.4159 0.0287 -0.2597 0.2229 0.2195 0.1953 0.1946 0.2187 -0.1747 -0.2568 0.0301 -0.4173 0.0330 -0.2614 0.2179 0.2179 0.1927 0.1972 0.2207 -0.4349 -0.4293 -0.0672 -0.5392 -0.0743 0.2052 0.2211 0.2057 0.2157 0.1735 0.1631 0.1709 0.1920 -0.4233 -0.4361 -0.0717 -0.5414 -0.0731 0.1956 0.2167 0.1984 0.2181 0.1824 0.1778 0.1789 0.1781

5.
Entry from OMol25: a single C18H26N2O5 molecule (wB97M-V/def2-TZVPD).

For the total energy, the calculation gives -1187.26798 Eh. As for the SMILES: CCCCCOc1ccc(C(=O)NCC(=O)NCC(=O)OCC)cc1. Its relative energy (zero: lowest compared OMol25 entry of this formula, charge and spin) is 0.443 eV. As for the HOMO energy: -8.92 eV. As for the LUMO energy: 0.530 eV.

```
! wB97M-V def2-TZVPD RIJCOSX def2/J DEFGRID3
* xyz 0 1
C 3.6037 -7.0671 -2.9263
C 2.3117 -6.3185 -2.6236
C 2.3034 -4.9269 -3.2523
C 1.0073 -4.1775 -2.9578
C 1.0025 -2.7910 -3.6038
O -0.2090 -2.0941 -3.3879
C -0.4648 -1.5227 -2.1882
C 0.4213 -1.4478 -1.1155
C 0.0453 -0.8180 0.0572
C -1.2158 -0.2486 0.1918
C -1.6552 0.4873 1.4020
O -2.4882 1.3834 1.3499
N -1.1081 0.0881 2.5723
C -1.3626 0.7841 3.8175
C -0.5056 2.0577 3.8740
O 0.4954 2.1523 4.5514
N -0.9895 3.0328 3.0798
C -0.2071 4.1955 2.7563
C 0.3776 4.1364 1.3496
O 0.7848 5.0959 0.7520
O 0.3865 2.8878 0.8847
C 0.8378 2.6923 -0.4574
C -0.2887 2.9415 -1.4487
C -2.0921 -0.3075 -0.8934
C -1.7297 -0.9384 -2.0591
H 3.7325 -7.1867 -3.9997
H 4.4613 -6.5223 -2.5378
H 3.5891 -8.0540 -2.4705
H 1.4629 -6.8901 -3.0049
H 2.1896 -6.2271 -1.5420
H 2.4303 -5.0186 -4.3333
H 3.1510 -4.3533 -2.8687
H 0.1562 -4.7417 -3.3442
H 0.8740 -4.0803 -1.8780
H 1.0684 -2.8904 -4.6909
H 1.8603 -2.1983 -3.2627
H 1.4129 -1.8673 -1.1820
H 0.7711 -0.7517 0.8558
H -0.3596 -0.5843 2.5661
H -1.1068 0.1313 4.6518
H -2.4225 1.0482 3.8555
H -1.7490 2.7878 2.4481
H -0.8024 5.1090 2.8433
H 0.6222 4.2468 3.4714
H 1.6787 3.3662 -0.6503
H 1.1706 1.6531 -0.4964
H -0.5665 3.9925 -1.4393
H -1.1559 2.3426 -1.1812
H 0.0366 2.6693 -2.4485
H -3.0644 0.1510 -0.7947
H -2.4037 -0.9926 -2.8989
*
```

How positive or negative is each atom? The natural (NBO) charges in e answer that: -0.6003 -0.3857 -0.3930 -0.4229 -0.0575 -0.4840 0.3197 -0.2751 -0.1789 -0.1917 0.6855 -0.6625 -0.5926 -0.3136 0.6692 -0.6243 -0.6198 -0.3364 0.7887 -0.5978 -0.5137 -0.0747 -0.6384 -0.1383 -0.2577 0.2014 0.2009 0.2106 0.1960 0.1948 0.1963 0.1937 0.2089 0.2034 0.1963 0.1700 0.2137 0.2087 0.4031 0.2279 0.2289 0.4355 0.2267 0.2631 0.2011 0.1891 0.2215 0.2212 0.2155 0.2380 0.2294